## a
This record from the OMol25 dataset describes a cluster of 15 separate species, C60H165N15O15 in total. The level of theory is wB97M-V/def2-TZVPD.

The total charge is 0. Its LUMO energy is 0.01953 hartree. The HOMO energy comes out at -0.315 Ha. The value obtained for the orbital gap is 9.11 eV.

```
255
Properties=species:S:1:pos:R:3:lowdin_charge:R:1
N -20.369 3.580 3.379 0.050
H -23.334 -6.174 3.069 0.085
H -15.621 -4.650 10.869 0.016
H -13.310 3.889 5.651 0.073
H -19.519 3.985 3.799 0.024
H -13.819 -7.930 1.050 0.114
O -15.603 -0.533 2.408 -0.203
C -7.912 -4.657 8.384 -0.187
H -10.051 1.374 0.413 0.059
H -13.579 -6.294 0.574 0.128
H -12.501 1.098 12.464 0.132
O -18.845 0.171 3.308 -0.170
H -13.938 -1.229 7.980 0.043
H -13.409 -10.433 3.122 0.079
H -15.800 2.977 6.032 0.036
H -11.041 -1.001 0.098 0.081
H -13.658 5.236 2.348 0.130
C -15.433 -7.135 -0.201 -0.422
O -13.060 -9.965 5.104 -0.214
O -15.623 -7.357 7.413 -0.203
C -8.702 0.943 4.888 -0.093
C -11.408 -8.674 6.209 -0.390
C -14.870 -7.918 -1.401 -0.077
H -10.095 -7.397 5.160 0.075
H -15.671 -8.209 5.459 0.077
H -10.466 7.800 3.940 0.088
O -21.215 -6.256 3.041 -0.191
H -9.005 5.161 6.572 0.139
H -13.256 5.531 5.083 0.071
C -14.528 1.705 12.605 -0.049
H -17.326 -6.911 8.449 0.132
H -16.070 -4.787 2.068 0.061
H -8.685 -6.531 6.284 0.014
H -15.178 -5.484 -1.405 0.060
O -12.087 -2.384 10.105 -0.209
H -18.037 2.087 3.665 0.112
H -20.498 2.624 0.718 0.074
C -16.371 -6.442 8.191 -0.206
C -11.183 6.974 4.041 -0.120
H -14.367 -7.690 9.841 0.073
H -22.505 -7.600 2.484 0.089
H -19.395 1.608 4.658 0.123
C -14.370 -6.993 0.878 -0.206
N -16.326 -5.043 10.251 0.044
H -11.197 3.971 6.712 0.059
H -13.729 -4.008 4.879 0.058
H -10.105 -2.652 10.134 0.088
H -7.742 0.603 4.496 0.091
C -14.069 -3.195 1.966 -0.042
N -12.620 3.144 12.053 0.040
O -16.301 0.807 9.853 -0.210
H -15.400 1.490 2.545 0.078
H -11.310 0.344 2.105 0.111
N -18.263 4.812 5.383 0.042
C -10.474 -1.325 0.975 -0.059
H -18.778 -4.646 5.859 0.069
H -10.206 3.700 8.127 0.073
H -11.262 -9.284 7.099 0.142
O -10.817 6.030 5.018 -0.213
H -8.667 -4.109 4.995 0.076
H -12.227 1.507 5.112 0.068
H -9.766 -4.072 6.430 0.066
H -14.567 -8.919 -1.080 0.072
H -7.914 -3.735 10.858 0.079
C -10.900 -2.686 9.383 -0.086
H -12.251 0.013 8.345 0.055
C -19.726 2.273 1.409 -0.076
H -16.283 -7.701 0.186 0.139
H -12.246 2.931 3.779 0.049
H -13.077 2.497 1.164 0.132
O -12.901 -0.248 5.883 -0.196
H -12.277 -4.357 10.677 0.131
C -18.845 -4.026 4.970 -0.053
H -17.341 -3.909 1.796 0.057
C -14.035 -6.947 3.214 -0.110
H -8.699 6.966 8.205 0.072
C -17.946 -0.486 4.153 -0.128
O -9.716 0.894 3.909 -0.217
H -17.197 4.464 3.730 0.104
C -15.569 -5.992 9.411 -0.432
H -13.786 -0.945 11.802 0.035
N -19.568 -3.801 2.661 0.036
H -13.886 -8.016 3.369 0.074
H -17.760 -1.516 3.859 0.064
H -16.328 4.286 8.124 0.065
C -11.693 -9.597 5.011 -0.199
O -14.764 4.378 0.835 -0.181
C -22.491 -6.842 3.269 -0.116
N -14.054 -4.253 12.583 0.046
C -16.495 -0.524 10.355 -0.084
H -7.267 -6.742 6.952 0.065
C -12.997 0.762 4.893 -0.104
H -16.948 -1.473 1.173 0.130
H -13.978 1.226 4.794 0.079
N -11.921 4.101 0.628 0.040
H -14.762 -1.159 5.453 0.129
O -11.888 1.360 9.925 -0.192
C -15.974 5.060 1.100 -0.089
H -6.226 -4.033 10.387 0.088
H -8.574 1.962 5.257 0.084
N -10.099 -8.005 5.977 0.012
C -7.721 -4.688 6.864 -0.417
H -19.527 -3.198 5.191 0.081
H -16.590 -4.229 9.692 0.064
H -16.558 5.197 0.193 0.097
H -13.169 -1.727 13.289 0.094
N -16.365 -3.987 1.507 0.054
H -11.581 4.838 8.208 0.081
H -10.378 -1.045 3.819 0.124
C -19.507 -4.731 3.784 -0.426
H -8.602 -2.842 6.251 0.072
H -19.339 1.314 1.058 0.071
H -13.582 -4.606 6.566 0.064
C -10.618 6.587 6.306 -0.213
H -13.880 1.960 9.903 0.112
H -10.058 6.746 8.841 0.074
H -15.769 6.061 1.499 0.083
H -14.098 -7.448 -2.003 0.076
H -14.874 2.161 8.109 0.110
H -15.384 -1.489 0.500 0.131
H -13.941 5.206 6.718 0.097
H -17.856 3.979 5.802 0.046
N -9.321 6.179 8.415 0.029
H -20.765 -5.992 4.999 0.123
C -9.805 5.601 7.163 -0.412
H -12.148 7.455 4.233 0.087
C -15.790 0.750 1.848 -0.091
H -15.832 -2.825 3.140 0.121
H -16.261 -6.568 5.634 0.078
H -8.961 -4.631 8.697 0.104
C -15.570 -2.904 2.075 -0.412
C -13.677 -3.135 11.712 -0.425
H -9.471 1.635 1.925 0.047
H -17.872 -3.628 4.685 0.057
C -16.470 0.790 8.439 -0.188
H -15.952 -7.890 10.468 0.081
O -14.910 -6.620 2.145 -0.214
H -22.644 -7.279 4.257 0.085
H -10.961 -2.121 1.541 0.069
N -7.783 -6.070 6.395 0.019
C -13.875 -1.814 12.460 -0.056
H -20.234 -4.107 1.952 0.082
C -15.174 -7.137 10.334 -0.060
C -7.100 -3.396 10.206 -0.135
C -9.743 -0.361 3.243 -0.193
H -14.559 -11.073 4.307 0.090
H -12.111 3.203 12.933 0.071
C -13.506 -10.871 4.125 -0.110
H -11.514 -3.333 11.873 0.134
H -11.535 -9.109 4.042 0.123
H -13.415 -2.371 2.241 0.061
H -18.344 -0.551 5.179 0.092
H -11.048 2.476 2.549 0.039
H -21.650 -4.598 4.241 0.129
C -20.133 2.222 2.855 -0.418
H -14.839 0.683 12.824 0.049
C -13.166 1.779 11.912 -0.434
H -13.490 0.267 10.353 0.104
C -11.830 1.000 8.546 -0.089
H -16.440 4.401 1.840 0.072
H -15.843 -0.031 8.073 0.108
H -10.659 -1.941 8.626 0.091
C -15.950 2.145 7.910 -0.409
H -12.338 1.736 7.920 0.077
N -16.238 2.173 6.475 0.069
H -15.959 1.337 5.992 0.043
N -9.538 0.948 1.175 0.050
H -10.757 0.952 8.375 0.093
H -15.042 -3.818 6.149 0.073
H -10.103 7.541 6.128 0.118
C -16.201 -7.540 6.136 -0.101
H -17.270 -1.102 9.851 0.091
H -6.690 -4.365 6.708 0.139
H -6.848 -2.395 10.557 0.087
H -14.476 3.734 2.787 0.111
H -13.750 -3.571 0.991 0.081
H -15.441 6.205 4.041 0.114
C -20.887 -5.369 4.106 -0.199
H -7.419 -5.519 8.841 0.119
O -15.139 4.540 5.197 -0.239
H -12.251 -2.586 6.512 0.131
H -16.397 3.412 9.664 0.072
C -13.694 -1.396 5.508 -0.182
H -9.539 -1.701 0.559 0.082
H -14.319 -3.111 10.822 0.109
H -15.974 6.400 5.696 0.133
H -12.506 4.210 -0.199 0.070
C -13.342 -2.516 6.459 -0.409
H -17.509 0.691 8.114 0.131
C -8.750 -3.910 6.060 -0.055
H -8.950 0.370 5.789 0.084
H -14.648 -5.512 9.052 0.124
H -16.861 0.964 1.718 0.077
C -13.839 4.840 5.694 -0.072
H -12.612 0.340 3.958 0.078
H -17.013 0.038 4.327 0.061
H -8.767 -0.849 3.160 0.129
C -10.345 -0.113 1.850 -0.438
C -17.345 5.335 4.376 -0.426
C -12.302 -3.346 11.106 -0.211
H -14.370 -6.463 4.130 0.063
C -12.417 -7.577 6.430 -0.056
H -17.786 7.456 4.179 0.082
N -15.857 -5.836 -0.742 0.033
C -13.951 4.248 1.969 -0.229
H -20.961 3.471 4.200 0.068
C -15.893 -1.538 1.474 -0.216
H -20.925 1.501 3.063 0.141
C -13.975 -3.812 5.922 -0.042
H -15.261 2.127 11.912 0.071
H -14.879 -1.691 12.875 0.076
H -18.915 2.983 1.206 0.069
H -16.686 -0.509 11.426 0.084
N -13.930 -2.220 7.763 0.081
C -15.914 5.668 4.877 -0.200
O -7.365 -3.408 8.827 -0.197
H -13.083 -6.455 2.981 0.090
H -19.050 6.405 3.523 0.077
C -18.983 1.539 3.640 -0.227
H -14.833 -6.752 11.292 0.060
H -18.846 -5.524 3.421 0.133
H -12.908 -11.788 4.141 0.088
C -11.778 3.236 2.842 -0.031
H -14.690 -3.874 13.276 0.074
H -13.277 -4.558 13.164 0.082
C -10.767 4.463 7.587 -0.066
H -15.519 -0.993 10.186 0.065
C -16.604 3.343 8.594 -0.044
H -12.477 -6.892 5.578 0.068
H -11.184 3.468 0.329 0.054
H -13.928 -4.053 2.634 0.051
C -17.973 6.524 3.643 -0.044
H -17.696 3.272 8.584 0.085
C -13.199 1.318 10.472 -0.197
C -12.731 3.409 1.665 -0.401
H -11.549 6.835 6.834 0.124
H -20.039 -2.933 2.925 0.078
H -10.944 -3.656 8.879 0.080
H -15.940 -5.143 0.020 0.017
H -11.165 6.431 3.098 0.079
H -9.432 -8.729 5.708 0.079
H -18.328 5.442 6.181 0.084
H -11.020 -10.459 5.082 0.124
H -11.167 4.126 2.981 0.076
H -13.398 -1.624 4.477 0.107
H -16.567 -5.531 7.614 0.108
H -13.397 -7.990 6.657 0.064
H -17.625 6.617 2.614 0.058
H -14.528 2.306 13.512 0.077
H -12.167 -6.903 7.252 0.080
H -17.186 -7.993 6.299 0.093
H -15.385 0.832 0.836 0.095
H -15.762 -8.100 -2.004 0.077
H -11.804 3.111 11.430 0.065
H -13.330 -2.593 8.497 0.044
```

---

## b
This record from the OMol25 dataset describes a cluster of 15 separate species, C60H165N15O15 in total. The level of theory is wB97M-V/def2-TZVPD.

The total charge is 0. Its LUMO energy is 0.01053 hartree. The HOMO energy comes out at -0.306 Ha. The value obtained for the orbital gap is 8.61 eV.

```
255
Properties=species:S:1:pos:R:3:lowdin_charge:R:1
O -2.252 1.847 4.280 -0.215
C -4.825 2.102 1.539 -0.406
C -6.018 -4.583 0.310 -0.406
H 3.052 -1.243 -0.984 0.075
C -2.145 6.063 -4.881 -0.413
H -3.218 1.504 0.190 0.115
H -5.246 -4.546 1.080 0.100
H -5.040 0.792 -6.546 0.071
C 2.133 -3.993 -4.512 -0.127
H 2.942 -4.511 -5.034 0.091
H 3.447 -0.027 3.078 0.086
C -2.682 0.506 4.502 -0.157
C -1.430 -0.380 4.715 -0.377
C -0.823 -0.254 -1.032 -0.143
N -5.304 -2.191 5.160 0.059
H 2.310 3.218 6.269 0.074
H 7.696 -0.897 -3.457 0.064
H 0.580 -1.933 -8.779 0.085
C -5.877 -3.318 -0.512 -0.197
H -2.768 -3.001 -3.515 0.084
H -4.189 2.618 3.878 0.059
H -2.964 1.069 -5.478 0.137
C -3.084 -4.053 2.747 -0.089
C 5.017 -2.096 3.646 -0.216
H -0.175 3.328 5.649 0.124
H 4.678 8.191 -1.432 0.088
H -0.831 -3.818 6.982 0.094
H 6.614 0.075 -2.641 0.019
C 3.740 8.315 -1.978 -0.122
C -2.688 6.989 -3.782 -0.042
H 3.724 -2.799 -0.417 0.078
H -3.967 5.348 -5.613 0.070
C 4.221 2.419 -0.833 -0.230
H 3.187 2.552 -1.161 0.103
H 0.624 -4.751 7.067 0.091
H 2.918 -7.008 0.344 0.058
H 0.784 7.713 -2.380 0.075
H 0.695 -1.161 -4.371 0.074
C 0.975 -4.641 3.131 -0.389
H -3.844 2.283 -3.576 0.061
C -2.243 -2.738 -4.435 -0.065
H 0.668 3.315 -3.859 0.087
C -3.778 0.588 -4.931 -0.433
H 1.164 2.603 2.893 0.056
O -4.545 -3.049 -0.956 -0.184
O -3.105 3.514 0.486 -0.184
N 6.713 -3.093 5.081 0.036
C -5.709 0.845 1.447 -0.052
H 4.189 1.586 -0.126 0.126
H -0.927 -1.035 2.707 0.082
H -5.509 -3.842 4.027 0.128
H 0.532 -2.214 0.181 0.075
H -0.880 -0.045 5.596 0.137
C 0.965 5.677 0.216 -0.043
H 6.150 -2.846 -0.306 0.116
H -2.649 4.184 -4.007 0.095
C 2.185 0.970 -5.320 -0.057
C 2.427 -5.561 -1.175 -0.401
H -3.944 -1.335 -0.064 0.078
H -7.305 -2.899 2.463 0.037
C 0.552 0.348 -0.614 -0.400
H 1.319 -3.196 -7.876 0.086
H -2.754 5.312 -6.674 0.066
H 4.748 -3.411 6.849 0.080
O 3.200 7.138 -2.522 -0.179
C 0.200 -3.847 6.627 -0.114
C 0.255 -5.962 2.849 -0.041
C -3.630 -0.942 -4.967 -0.200
H -0.346 -2.738 -7.504 0.081
C -5.812 -5.942 -0.405 -0.052
N 7.303 -0.666 -2.555 0.049
C 2.713 6.219 -1.551 -0.185
H -0.097 2.294 0.069 0.061
H 2.911 0.163 -5.418 0.085
H 4.837 0.222 -1.836 0.031
H 1.841 -5.007 5.150 0.125
C -3.247 2.885 4.359 -0.087
C 6.895 -1.980 -2.041 -0.440
H -6.573 -6.130 -1.164 0.073
H 0.989 0.572 -2.607 0.021
C 3.297 -0.953 2.517 -0.089
H 5.177 2.923 -4.106 0.070
H -3.452 3.182 5.389 0.087
O -0.016 -4.060 5.253 -0.234
N 1.292 0.941 -1.710 0.070
H -0.664 -0.611 -6.602 0.107
N 0.336 -0.217 -4.292 0.048
H 5.678 4.086 -2.853 0.073
C 1.255 -4.258 4.611 -0.168
N 2.582 3.963 5.638 0.048
H -1.768 4.741 -0.308 0.087
H -8.050 -4.099 0.330 0.077
H 1.184 -0.462 -0.246 0.091
O 0.190 5.372 5.907 -0.196
N -7.370 -4.560 0.916 0.035
C 1.433 6.702 -0.843 -0.434
H 7.130 -3.285 4.177 0.067
H -6.425 -3.374 -1.456 0.136
H -1.696 5.360 6.848 0.083
C -3.714 1.200 -3.565 -0.067
H -1.542 6.165 5.245 0.087
C 5.064 2.184 -1.992 -0.409
H 4.932 -1.675 6.438 0.084
C 2.193 -5.521 -2.735 -0.170
H -1.582 0.527 -1.078 0.100
H -2.176 -2.177 4.212 0.027
H 0.282 -3.871 2.786 0.113
H -3.305 0.586 5.397 0.122
H -4.995 -2.554 1.810 0.093
H -4.626 0.990 -3.003 0.079
H -6.175 0.896 0.462 0.079
H -4.494 2.525 -0.607 0.118
C -3.907 2.345 0.297 -0.163
H 1.423 -4.779 0.510 0.009
H -7.414 -1.517 3.540 0.070
H 1.765 5.580 0.951 0.060
H 3.527 -2.583 5.992 0.052
H 2.719 -3.671 2.508 0.046
N -3.147 5.857 -5.918 0.027
H -0.219 1.117 1.315 0.063
H -4.430 -1.308 -4.318 0.126
C -5.651 -2.770 3.879 -0.436
H -3.000 7.932 -4.229 0.078
H -0.653 -0.440 -4.271 0.041
O 1.186 -1.472 -6.771 -0.197
H 3.984 0.796 -3.022 0.059
H 6.065 -2.388 -2.623 0.129
O 3.672 -2.064 3.269 -0.218
H -6.180 -2.487 0.128 0.108
O 2.290 -4.161 -3.142 -0.216
C 1.753 2.574 3.811 -0.066
H -7.753 -3.140 4.154 0.080
C -4.681 -2.302 2.826 -0.184
H -4.692 -1.211 2.870 0.088
H -5.507 -1.200 5.179 0.066
C 3.857 -1.966 -1.110 -0.066
H -3.509 -1.558 -1.821 0.073
H -5.815 0.390 -5.296 0.072
H -5.900 -6.748 0.323 0.073
H -3.169 -4.345 1.698 0.090
H -3.441 6.520 -3.147 0.078
H -1.350 3.960 -5.102 0.114
H -0.679 -0.749 -1.995 0.100
H -0.717 2.733 -2.853 0.073
C -1.727 4.660 -4.354 -0.192
H 1.693 -7.604 -0.658 0.079
N 0.356 7.072 -1.721 0.066
H -2.042 -4.206 3.032 0.064
H 2.527 5.331 -2.155 0.109
C 4.613 -2.653 6.078 -0.057
H -1.255 6.432 -5.392 0.140
C 5.278 -3.102 4.763 -0.415
C -1.051 5.954 6.196 -0.116
H 4.656 3.187 1.951 0.088
H 0.754 -6.814 3.314 0.079
O 4.580 3.595 -0.136 -0.190
C 0.378 -0.290 -6.661 -0.196
C 0.715 0.603 -5.443 -0.378
H -6.410 0.738 2.273 0.081
N -5.037 0.987 -5.552 0.039
H 0.735 -2.912 6.800 0.094
C -2.386 3.924 -0.678 -0.090
H 2.366 4.805 6.157 0.063
H -1.207 -3.056 -4.319 0.082
H 2.504 1.579 -6.170 0.083
C 4.967 3.299 -3.106 -0.024
H 0.644 3.685 -2.175 0.059
N -1.744 -1.760 5.035 0.056
H 1.021 1.915 -1.784 0.013
C 1.604 3.891 4.570 -0.431
H 1.332 1.726 0.914 0.062
H 1.846 -3.341 4.656 0.097
H 8.725 -2.926 -2.832 0.075
H 0.652 4.705 -0.166 0.051
H 0.451 -0.931 3.817 0.070
H -2.994 4.187 -1.545 0.082
H 6.897 -2.128 5.322 0.068
H 7.781 -3.876 -1.717 0.073
O -0.733 4.783 -3.327 -0.223
C 0.638 -2.352 -7.772 -0.094
H 2.998 -6.041 -3.259 0.119
H -4.852 -5.964 -0.922 0.075
H -7.704 -5.455 1.241 0.077
N -5.735 3.229 1.851 0.049
H 0.116 6.280 -2.309 0.040
N 2.167 -4.487 2.271 0.050
H -0.168 0.542 3.216 0.038
H 0.494 0.295 -7.577 0.122
C -0.010 3.543 -3.034 -0.076
H -4.327 -2.277 5.408 0.054
C -0.486 -0.457 3.519 -0.048
H 3.078 8.828 -1.278 0.078
C -7.114 -2.564 3.484 -0.047
C 2.604 -7.009 -0.703 -0.068
H 6.763 -1.347 0.158 0.132
H 3.460 6.025 -0.779 0.117
H 5.384 -1.111 3.948 0.130
H -5.097 -0.059 1.457 0.033
H -3.630 -4.767 3.365 0.097
C -0.487 -2.457 -0.120 -0.097
O 4.979 -1.171 -0.717 -0.262
H 3.010 3.538 1.187 0.063
H 1.822 4.607 3.775 0.127
H 0.136 6.097 0.787 0.079
N 4.907 0.876 -2.611 0.049
N 1.282 -4.996 -0.470 0.052
H 2.178 -2.940 -4.788 0.073
H -0.991 -3.040 0.651 0.088
H 1.242 -5.931 -3.081 0.125
H 3.443 -7.499 -1.198 0.073
H -3.820 -1.346 -5.963 0.125
H 2.824 -5.256 2.320 0.083
H 0.132 1.519 -5.540 0.125
H -0.892 6.855 6.789 0.086
H 4.933 -4.092 4.462 0.138
C 6.263 -1.825 -0.685 -0.194
H -1.696 3.178 -1.076 0.045
H -0.722 -5.919 3.330 0.065
C 0.171 4.194 5.081 -0.173
H -0.468 4.242 4.197 0.113
H -2.762 0.996 -3.075 0.068
H 1.200 -4.445 -4.856 0.084
H 3.328 -4.969 -0.996 0.115
C 8.133 -2.862 -1.919 -0.061
H 3.960 8.989 -2.805 0.090
H -5.191 4.082 1.913 0.065
H -0.587 -3.046 -1.033 0.087
H -1.921 7.267 -3.057 0.053
H 2.245 -1.071 2.258 0.082
H 4.286 4.768 1.416 0.088
H 3.988 -2.355 -2.120 0.080
H 4.009 3.821 -3.121 0.052
C -4.264 -1.689 -1.045 -0.123
H 0.975 -4.107 -0.838 0.017
H 8.763 -2.609 -1.067 0.083
C 0.396 1.401 0.459 -0.036
H -6.212 3.470 0.988 0.071
H -5.126 -1.097 -1.360 0.085
H -3.396 0.265 3.712 0.101
H -2.801 3.755 3.878 0.083
H 6.097 2.308 -1.660 0.139
H 0.226 -6.118 1.772 0.065
O -1.301 -1.297 -0.158 -0.207
H 1.440 1.658 4.315 0.069
C 4.085 3.720 1.189 -0.103
H -0.879 -2.286 5.077 0.031
H -2.651 -3.262 -5.301 0.092
H 1.747 7.602 -0.312 0.122
H 5.579 -2.302 2.730 0.124
O -2.320 -1.318 -4.595 -0.239
H 2.355 1.629 -4.468 0.053
H 3.880 -0.764 1.612 0.080
H 2.801 2.426 3.551 0.062
O -3.322 -2.699 3.032 -0.210
H -4.145 1.902 2.368 0.079
```

---

a is the most stable structure; the next one sits 138.2 kJ/mol above it.